#P
Entry from OMol25: a cluster of 2 separate species, C3H8NO2 in total (ωB97M-V/def2-TZVPD).

Geometry (Å):
C 0.14728 -1.71336 0.50362
C 0.98727 1.31223 -0.85664
C -0.87558 -0.65919 -0.06108
N -1.31517 0.26331 0.81510
O -2.17904 1.26649 0.66926
O -1.03582 -0.67131 -1.33787
H -0.17666 -2.66963 0.18176
H 0.12615 -1.58947 1.51182
H 1.13767 -1.36989 0.13525
H 1.60306 0.73784 -1.45549
H 0.02876 1.03006 -0.77138
H 1.30936 1.35613 0.17029
H -0.82012 0.34315 1.75354
H 1.06285 2.36365 -1.25818

Computed properties:
LUMO energy, eV: 4.2094
Total charge: -1

---

#Q
Entry from OMol25: the ion C3H8NO2 with charge -1 (ωB97M-V/def2-TZVPD).

Geometry (Å):
N 1.72804 0.38626 -0.05529
C 0.21875 0.34747 -0.13860
C -0.43233 1.33066 0.84115
O -1.72419 1.26735 0.49226
C -0.28746 -1.11516 0.04228
O 0.05574 -1.92183 -1.11412
H 2.10232 -0.32892 -0.70414
H 1.94413 -0.05675 0.84031
H -0.01953 0.66932 -1.15390
H 0.16214 2.32312 0.65669
H -0.20856 1.16679 1.91183
H -1.34246 -1.37624 0.07707
H 0.13886 -1.19216 1.06220
H 0.86280 -1.60950 -1.53725

Computed properties:
LUMO energy, eV: 3.8106
Structure (SMILES): N[C@H](C[O-])CO
Total charge: -1

---

Which structure is the least stable? The one labeled #P.

---

#P
Entry from OMol25: a cluster of 2 separate species, C2H5NO3S in total (ωB97M-V/def2-TZVPD).

Geometry (Å):
C 0.92682 -0.17948 0.80901
C -0.41816 0.64566 0.83311
N -1.35964 -0.65697 -2.80687
O -1.04171 -0.39386 -1.68037
O -2.18423 -1.29782 -3.30274
O 1.96950 0.82084 1.07311
S -1.75301 -0.55852 0.63687
H 1.08028 -0.56804 -0.25714
H 1.10234 -0.83837 1.59863
H -0.55447 1.53438 0.22864
H -0.60933 1.10158 1.72802
H 2.84161 0.39060 1.13972

Computed properties:
LUMO energy (alpha / beta), eV: -1.3361 / -1.6713
Total charge: 0

---

#Q
Entry from OMol25: the molecule C2H5NO3S (ωB97M-V/def2-TZVPD).

Geometry (Å):
H -2.54842 -1.12845 -0.25917
N -3.05574 -0.28511 0.01178
C -2.18766 0.55810 0.30667
O -0.85253 0.47778 0.56888
S -0.11756 -0.81154 -0.14038
C 1.55047 -0.24950 0.01600
O -0.32688 -1.92544 0.74009
O -0.61273 -0.78981 -1.50147
H -2.32112 1.67021 0.34856
H 2.07786 -0.29242 -0.91446
H 1.53210 0.80349 0.48197
H 2.14194 -0.91541 0.74394

Computed properties:
LUMO energy, eV: 0.4591
Structure (SMILES): [H]/N=C\OS(C)(=O)=O
Total charge: 0

---

#R
Entry from OMol25: a structure of composition C2H5NO3S (ωB97M-V/def2-TZVPD).

Geometry (Å):
C 0.98957 -0.35635 0.78867
C -0.09174 -0.57611 -0.22632
N -1.37881 -0.81917 0.26659
O -0.88456 1.95194 -0.25142
O 0.81986 1.40210 -1.97178
O 1.17941 0.99960 0.56639
S 0.17095 1.14731 -0.71896
H 0.68777 -0.55203 1.76700
H 1.87172 -1.03109 0.82813
H 0.13698 -1.14229 -1.19777
H -1.55628 0.10541 0.66466
H -1.94486 -1.12931 -0.51520

Computed properties:
LUMO energy, eV: 0.5848
Total charge: 0

---

Which structure is the least stable? The one labeled #P.

---

#P
Entry from OMol25: the molecule C2H5NO3S (ωB97M-V/def2-TZVPD).

Geometry (Å):
C 0.06662 -0.29720 -1.11298
C 0.48555 -0.38007 0.30597
O 1.17494 -1.24121 0.76843
N -0.30111 0.48917 1.21729
S -0.26565 -0.26857 2.71937
O -0.59125 0.75301 3.66561
O -1.11155 -1.39444 2.62081
H -0.91038 -0.51249 -1.19636
H 0.47136 -1.07395 -1.58721
H 0.32750 0.74629 -1.47807
H -0.36364 1.49914 1.16943
H 1.04278 -0.79007 2.90472

Computed properties:
LUMO energy, eV: 0.5172
Structure (SMILES): CC(=O)N[SH](=O)=O
Total charge: 0

---

#Q
Entry from OMol25: the molecule C2H5NO3S (ωB97M-V/def2-TZVPD).

Geometry (Å):
C -0.62311 0.20694 0.61507
C 0.06699 -0.88284 1.22090
N -0.08344 1.17315 -0.16968
O -2.66683 1.64992 -0.20619
O -2.51686 -0.90446 -0.59763
O 1.29866 1.20106 -0.01779
S -2.44282 0.10206 0.43761
H 0.10768 -0.70875 2.23188
H 1.00338 -0.98362 0.82137
H -0.53438 -1.73685 1.05582
H -1.88290 1.88228 -0.57640
H 1.73876 1.85812 -0.62953

Computed properties:
LUMO energy, eV: 0.3886
Total charge: 0

---

Which structure is the least stable? The one labeled #Q.

---

#P
Entry from OMol25: a cluster of 10 separate species, H20O10 in total (ωB97M-V/def2-TZVPD).

Geometry (Å):
O 1.87342 -2.17701 -1.01219
H 2.09894 -2.23213 -0.07396
H 2.27366 -2.95304 -1.41438
O -0.38825 -1.98164 -2.66510
H -0.54842 -1.17313 -3.15991
H 0.20754 -1.72284 -1.94563
O -1.98421 -1.11199 3.78475
H -1.48251 -0.80072 4.54339
H -1.33896 -1.16900 3.07139
O 2.40968 1.52626 0.07551
H 1.70345 1.09714 0.58487
H 2.01952 1.70229 -0.78606
O -0.60429 -2.47103 1.10816
H -0.55865 -3.42234 1.24893
H -1.46689 -2.33086 0.69897
O -2.50950 1.51918 -1.67283
H -2.51532 2.03450 -2.48358
H -2.19664 2.12722 -0.99194
O -0.10255 0.33245 0.68509
H -0.13444 -0.61373 0.49365
H -0.71221 0.72747 0.05105
O 2.09694 -1.90265 2.16716
H 2.54860 -2.70764 2.43947
H 1.15605 -2.11443 2.21917
O 0.53794 2.78798 -2.59967
H 0.10548 3.38579 -3.21498
H -0.01655 2.78401 -1.80871
O -0.91499 3.37442 -0.07374
H -0.93628 3.19674 0.87359
H -0.62057 4.28873 -0.14245

Computed properties:
LUMO energy, eV: 0.0225
Structure (SMILES): O.O.O.O.O.O.O.O.O.O
Total charge: 0

---

#Q
Entry from OMol25: a cluster of 10 separate species, H20O10 in total (ωB97M-V/def2-TZVPD).

Geometry (Å):
O -0.17970 1.86290 2.42193
H -0.24970 2.76790 2.45993
H -0.77770 1.48090 1.85893
O 2.90830 -0.85110 0.25693
H 3.55430 -1.21310 0.79693
H 2.21830 -1.55610 -0.02807
O -1.24370 2.53290 -2.41507
H -1.94770 3.24790 -2.58307
H -1.73270 1.71190 -1.82807
O -0.22170 -2.58710 1.76893
H -0.74470 -2.10010 2.51393
H 0.62130 -2.53410 2.23493
O 2.10130 1.71490 1.49293
H 1.27330 1.74390 1.42693
H 2.42330 0.90390 1.03093
O 0.06030 0.03190 -0.55507
H -0.73970 0.33790 -0.01507
H 0.48630 -0.90410 -0.50907
O -1.79770 -2.24710 -1.98507
H -2.37670 -2.44410 -2.67807
H -2.18870 -1.56710 -1.45307
O -2.20770 0.98490 0.75293
H -2.80370 0.37390 0.94393
H -2.78370 1.80990 0.64693
O 0.90230 -2.55410 -0.50807
H 0.49930 -2.73610 0.28793
H 1.11630 -3.52310 -1.03407
O 1.64630 1.61490 -1.83507
H 1.33630 2.47990 -1.73707
H 0.84830 1.21690 -1.73107

Computed properties:
LUMO energy, eV: -0.5982
Structure (SMILES): O.O.O.O.O.O.O.O.O.O
Total charge: 0

---

Which structure is the least stable? The one labeled #Q.

---

#P
Entry from OMol25: a cluster of 10 separate species, H20O10 in total (ωB97M-V/def2-TZVPD).

Geometry (Å):
O 28.45000 41.52300 20.47400
H 28.67600 40.45900 20.67700
H 28.70200 42.14500 21.23300
O 25.18500 40.76300 25.69000
H 25.70900 40.70400 26.58800
H 25.69900 40.48500 25.01800
O 28.86300 40.93400 25.45500
H 28.61700 40.10000 26.06400
H 27.98400 40.98800 24.93800
O 26.94300 40.68200 23.48600
H 26.39400 41.35600 23.22300
H 27.25700 40.27900 22.78600
O 25.71600 39.91500 20.72100
H 26.50900 40.33800 20.36600
H 25.95100 39.05800 21.15100
O 27.50700 43.83500 24.12700
H 28.23700 43.33600 23.78200
H 27.29600 44.62300 23.43800
O 28.38200 38.67200 21.07500
H 28.58600 37.85700 20.38300
H 29.08500 38.74000 21.82300
O 25.74900 42.57500 21.86000
H 24.99300 42.72600 22.31200
H 26.13100 43.04100 22.44500
O 30.23900 38.67600 23.01400
H 30.79200 37.93400 22.76100
H 29.44700 38.38300 23.45800
O 24.39100 43.37600 25.03700
H 24.85000 42.57600 25.31700
H 23.48800 43.51700 25.55100

Computed properties:
LUMO energy, eV: -0.2268
Structure (SMILES): O.O.O.O.O.O.O.O.O.O
Total charge: 0

---

#Q
Entry from OMol25: a cluster of 10 separate species, H20O10 in total (ωB97M-V/def2-TZVPD).

Geometry (Å):
O 0.32291 -0.10996 -0.06016
H -0.47263 -0.65168 -0.00885
H 0.02997 0.76413 0.22116
O -1.37304 -0.54203 -2.06190
H -1.23495 0.34489 -1.71077
H -0.66775 -0.65017 -2.70986
O 3.03553 -1.38266 -1.43992
H 3.96894 -1.61529 -1.37981
H 2.85347 -0.92717 -0.61024
O 1.82170 -2.59661 2.60316
H 1.46504 -1.90590 3.17298
H 2.77447 -2.45327 2.62911
O -3.64316 2.92761 0.97518
H -4.33591 3.53469 1.25900
H -3.59457 3.05672 0.02126
O -1.39721 -0.40370 2.69397
H -1.41425 -0.13731 1.76782
H -1.10430 0.38740 3.16018
O -4.20239 -0.72202 -1.17513
H -4.94463 -1.04818 -0.65389
H -3.49244 -1.34668 -0.98868
O 1.30637 2.63888 -0.26247
H 1.79246 3.46898 -0.32274
H 1.38199 2.25825 -1.14473
O 4.06968 2.59777 -0.08368
H 4.94766 2.79292 -0.43017
H 3.50205 2.61046 -0.86253
O -0.29435 -3.72117 -0.52145
H -0.31991 -2.86432 -0.96207
H -0.78075 -4.30458 -1.11478

Computed properties:
LUMO energy, eV: 0.0288
Structure (SMILES): O.O.O.O.O.O.O.O.O.O
Total charge: 0

---

Which structure is the least stable? The one labeled #P.